Entry 1:
A 2-piece molecular cluster, C5H14N2O2 overall in a non-equilibrium geometry, computed with wB97M-V/def2-TZVPD.

Geometry (Å):
C -1.25548 1.40754 0.72661
N -1.04943 0.05493 1.21241
C -2.06472 -0.89444 0.79991
C -1.70521 -1.70697 -0.47020
C -0.56096 1.75449 -0.63294
N 0.61227 0.96555 -1.02642
C 1.74574 1.16941 -0.30569
O 2.61366 0.33539 -0.19410
H -2.29751 1.67625 0.58659
H -0.82576 2.11533 1.44600
H -0.17029 -0.28070 0.84194
H -2.21248 -1.66682 1.57109
H -3.05044 -0.44833 0.66622
H -2.32896 -2.59422 -0.61024
H -0.66793 -2.04591 -0.36354
H -1.81052 -1.06101 -1.35285
H -0.29314 2.78964 -0.73894
H -1.28488 1.58541 -1.42316
H 0.42188 -0.01935 -1.12833
H 1.89164 2.18493 0.07571
H 2.17968 -1.34169 -0.24069
H 2.44587 -2.87358 0.10473
O 1.76230 -2.22086 -0.12364

## Properties
SMILES string: CCNCCNC=O.O
LUMO: 0.95 eV
Kohn-Sham gap: 9.9 eV
ΔE to the lowest compared entry with this formula, charge and spin: 124.55 kJ/mol

Entry 2:
One molecule with the formula C5H14N2S, computed with wB97M-V/def2-TZVPD.

Geometry (Å):
C -0.22852 2.03821 -0.66590
N 0.71315 1.26153 0.15889
C 0.55394 -0.17490 0.06091
C -0.72650 -0.69987 0.76807
S -1.86270 -1.36813 -0.45136
C 1.81690 -0.81485 0.65107
N 1.86291 -2.27823 0.60806
C 0.20449 3.49619 -0.78109
H -0.24342 1.57198 -1.64722
H -1.25572 1.92461 -0.29376
H 0.60788 1.57892 1.11695
H 0.52311 -0.39172 -1.00300
H -0.44016 -1.40695 1.54970
H -1.17484 0.13124 1.31828
H -2.96519 -1.47662 0.29868
H 2.64160 -0.47060 0.03362
H 1.93138 -0.48659 1.68269
H 2.07248 -2.58976 -0.32963
H 1.02748 -2.70168 0.98154
H 0.12829 3.83875 -1.80972
H 1.23686 3.56569 -0.45791
H -0.37831 4.12187 -0.12040

## Properties
SMILES string: CCN[C@@H](CN)CS
LUMO: 0.80 eV
Kohn-Sham gap: 9.5 eV
ΔE to the lowest compared entry with this formula, charge and spin: 25.90 kJ/mol

Entry 3:
A 2-piece molecular cluster, C5H14N3 overall in a non-equilibrium geometry, computed with wB97M-V/def2-TZVPD.

Geometry (Å):
C 1.94261 -0.06760 1.46146
C 2.15160 -1.06003 -0.71800
C -2.09373 -0.35191 -0.03343
C -2.22534 1.14475 0.00392
C 1.70977 1.33384 -0.39849
N 1.98948 0.06465 0.20065
N -0.97630 -0.78602 0.23122
N -3.22833 -1.06042 -0.21765
H 1.98233 -0.94235 2.02175
H 1.88204 0.80553 2.11157
H 1.17665 -1.25191 -1.07963
H 2.90344 -0.78021 -1.40866
H -1.22515 1.51116 -0.22649
H -2.18664 1.32990 1.07049
H -2.94927 1.63493 -0.68151
H 0.74022 1.28160 -0.81448
H 1.53363 1.95396 0.43570
H 2.50557 1.63724 -1.06098
H 2.55652 -1.88660 -0.26390
H -0.92264 -1.81682 0.24002
H -4.07301 -0.58875 -0.66306
H -3.19346 -2.10493 -0.21047

## Properties
LUMO: -4.23 eV
Kohn-Sham gap: 8.4 eV
ΔE to the lowest compared entry with this formula, charge and spin: 241.53 kJ/mol
Total charge: +1

Entry 4:
An isolated ion of composition C5H14N3 and charge +1 in a non-equilibrium geometry, computed with wB97M-V/def2-TZVPD.

Geometry (Å):
C 3.52990 -1.47448 0.35075
C 2.02591 -1.08535 0.33000
C 1.71801 0.09113 -0.66046
C 0.26374 0.30294 -0.95067
N -0.60170 0.47956 0.21332
C -1.90505 0.50839 0.21143
N -2.58065 0.60761 -0.96642
N -2.60486 0.74056 1.36432
H 3.54501 -2.48367 0.75402
H 4.04362 -0.85116 1.09399
H 4.04369 -1.29850 -0.58926
H 1.66776 -0.77942 1.30391
H 1.58479 -2.00030 -0.08298
H 2.18307 0.93638 -0.16830
H 2.24183 -0.15579 -1.58335
H -0.16622 -0.42699 -1.63961
H 0.20667 1.23783 -1.53698
H -0.13696 0.69043 1.07448
H -2.34401 0.10316 -1.79260
H -3.32168 1.27847 -0.96036
H -2.28950 0.05988 2.06136
H -3.60190 0.83814 1.24520

## Properties
SMILES string: CCCCNC(N)=[NH2+]
LUMO: -3.28 eV
Kohn-Sham gap: 11.2 eV
ΔE to the lowest compared entry with this formula, charge and spin: 83.93 kJ/mol
Total charge: +1

Entry 5:
An isolated ion of composition C5H14N3 and charge +1 in a non-equilibrium geometry, computed with wB97M-V/def2-TZVPD.

Geometry (Å):
C 1.47900 -1.16245 0.01514
C 1.95813 0.24089 0.35025
C -0.43990 0.24390 0.07860
C -1.09632 0.97491 1.26504
C -1.27752 0.46855 -1.25515
N 0.03449 -1.09768 0.42450
N -1.01108 -1.96585 0.11128
N 0.83774 1.10760 -0.08175
H 1.49044 -1.28634 -1.01875
H 1.84074 -2.03659 0.50283
H 2.20839 0.19974 1.36180
H 2.93126 0.67822 -0.19232
H -0.25328 0.99099 1.91831
H -1.91235 0.24046 1.64978
H -1.62001 1.96548 1.09677
H -0.57195 0.24022 -2.05155
H -1.81725 1.49659 -1.32425
H -2.05407 -0.20448 -1.23755
H -0.72279 -2.83909 0.53377
H -1.19737 -2.06260 -0.92025
H 0.80996 1.98926 0.43142
H 0.82248 1.54723 -0.97174

## Properties
SMILES string: CC1(C)[NH2+]CCN1N
LUMO: -3.16 eV
Kohn-Sham gap: 9.6 eV
ΔE to the lowest compared entry with this formula, charge and spin: 374.28 kJ/mol
Total charge: +1

Entry 6:
An isolated ion of composition C5H14N3 and charge +1 in a non-equilibrium geometry, computed with wB97M-V/def2-TZVPD.

Geometry (Å):
C 1.58968 1.55540 0.98040
C 0.34704 1.65341 0.09796
C -0.57177 0.42706 0.31499
C -0.13898 -0.75057 -0.67213
C -1.02695 -2.00998 -0.17489
N -0.76541 -3.08558 -1.08168
N 1.11846 -1.09585 -0.45101
N -0.36578 2.86280 0.34366
H 2.11378 0.60739 0.81966
H 1.28168 1.60432 2.03212
H 2.26499 2.37108 0.74992
H 0.64828 1.67816 -0.95060
H -0.51728 0.08171 1.34375
H -1.60729 0.64972 0.08907
H -0.76188 -2.18018 0.87071
H -2.06256 -1.69872 -0.27906
H 0.21762 -3.31279 -1.15368
H -1.28281 -3.92738 -0.86368
H -0.39389 -0.48141 -1.70236
H 1.69026 -1.02966 -1.31021
H -1.11167 3.07081 -0.30483
H -0.66553 3.01026 1.30189

## Properties
LUMO: -7.77 eV
Kohn-Sham gap: 5.6 eV
ΔE to the lowest compared entry with this formula, charge and spin: 519.07 kJ/mol
Total charge: +1

Entry 7:
An isolated ion of composition C5H14N3 and charge +1 in a non-equilibrium geometry, computed with wB97M-V/def2-TZVPD.

Geometry (Å):
C 2.56373 -1.38414 -0.20733
C 1.71451 -0.32134 -0.90435
C 1.14014 0.70615 0.10118
C -0.14891 1.37501 -0.37438
N -1.30066 1.33753 0.58130
C -2.03894 0.15238 0.51263
N -3.29040 0.30496 0.15158
N -1.54950 -1.02657 0.85298
H 2.19262 -1.58286 0.80269
H 3.60784 -1.07035 -0.16733
H 2.56908 -2.33155 -0.75087
H 0.83491 -0.72821 -1.38901
H 2.34609 0.21583 -1.61264
H 0.96627 0.18813 1.05003
H 1.86428 1.48497 0.34495
H -0.51881 0.88695 -1.27733
H -0.07046 2.41688 -0.65877
H -1.02855 1.48870 1.56194
H -3.54907 1.26074 -0.04821
H -3.86199 -0.44388 -0.21993
H -0.56566 -0.99300 1.08647
H -1.87651 -1.93636 0.56439

## Properties
SMILES string: CCCCNC(N)=[NH2+]
LUMO: -3.50 eV
Kohn-Sham gap: 10.9 eV
ΔE to the lowest compared entry with this formula, charge and spin: 88.96 kJ/mol
Total charge: +1

Entry 8:
A 2-piece molecular cluster, C5H14N3 overall, computed with wB97M-V/def2-TZVPD.

Geometry (Å):
C -2.06970 -0.81103 0.89934
C -1.87520 -1.91641 0.20195
C -1.24932 1.11872 1.93735
N -1.01069 0.02998 1.32750
H -3.06376 -0.51743 1.21636
H -0.91648 -2.25549 -0.16247
H -2.74075 -2.49988 -0.06558
H -0.40374 1.76504 2.14571
H -2.25129 1.40081 2.24212
H 0.13779 -0.26210 1.00071
N 1.40464 -0.63611 0.61050
C 1.55806 -0.37152 -0.85552
C 1.10073 1.03764 -1.20629
N 1.35763 1.28372 -2.60284
H 2.14724 -0.16032 1.12143
H 1.58827 -1.62705 0.76356
H 0.94784 -1.10405 -1.38145
H 2.59620 -0.51602 -1.15210
H 0.02526 1.10647 -1.03764
H 1.58614 1.73580 -0.50253
H 0.94752 2.15224 -2.92311
H 2.34185 1.27892 -2.83160

## Properties
LUMO: -4.17 eV
Kohn-Sham gap: 8.6 eV
ΔE to the lowest compared entry with this formula, charge and spin: 219.88 kJ/mol
Total charge: +1

Entry 9:
A 2-piece molecular cluster, C5H14N3 overall, computed with wB97M-V/def2-TZVPD.

Geometry (Å):
C -0.33202 2.00455 1.25680
C 0.89306 1.12760 1.28054
C 1.96937 1.36614 0.50179
N 0.85606 0.12035 2.21257
H -0.83043 1.98686 2.21992
H -1.04075 1.65619 0.50463
H -0.06379 3.02700 1.02687
H 2.90384 0.86566 0.71139
H 1.98729 2.28173 -0.06817
H -0.04534 -0.15712 2.56422
H 1.47741 -0.66393 2.09053
C -0.19203 -1.51617 -1.35934
C -1.49256 -1.30729 -1.15488
N -2.39679 -2.23474 -0.74572
N 0.68561 -0.35959 -1.65593
H 0.34233 -2.43621 -1.19346
H -1.90716 -0.32082 -1.30902
H -3.37022 -2.00634 -0.84271
H -2.17678 -3.20672 -0.88742
H 1.43433 -0.65020 -2.28221
H 1.12013 0.01952 -0.77251
H 0.17840 0.40353 -2.09791

## Properties
LUMO: -2.95 eV
Kohn-Sham gap: 9.0 eV
ΔE to the lowest compared entry with this formula, charge and spin: 179.18 kJ/mol
Total charge: +1

Entry 10:
An isolated ion of composition C5H14N3O and charge +1 in a non-equilibrium geometry, computed with wB97M-V/def2-TZVPD.

Geometry (Å):
C 0.67753 -0.59586 0.35381
C -0.18337 -0.84921 -0.73871
C -0.28171 0.60139 -0.32604
C 0.28004 1.61619 -1.22665
C 2.22871 -0.46123 0.05658
N -1.77321 0.19173 1.55184
N -1.30402 1.02752 0.56818
N -1.42175 -1.69193 -0.45800
O 2.96678 -0.10449 1.17998
H 0.39494 -0.76436 1.33131
H 0.18976 -0.93993 -1.73972
H 0.99337 1.16503 -1.84143
H 0.65580 2.37467 -0.70016
H -0.41513 1.96221 -1.92307
H 2.44422 0.29731 -0.66746
H 2.62614 -1.42047 -0.29380
H -2.76046 0.11760 1.43676
H -1.74982 0.43043 2.57468
H -1.31092 2.07159 0.69074
H -2.19011 -1.90293 -1.12898
H -1.82700 -1.29660 0.37438
H -1.24875 -2.64937 -0.21256
H 3.00896 0.82074 1.13833

## Properties
SMILES string: C[C@@]1(NN)[C@H]([NH3+])[C@H]1CO
LUMO: -3.27 eV
Kohn-Sham gap: 8.6 eV
ΔE to the lowest compared entry with this formula, charge and spin: 430.77 kJ/mol
Total charge: +1

Entry 11:
C5H14N3Pb as an isolated structure in a non-equilibrium geometry, computed with wB97M-V/def2-TZVPD.

Geometry (Å):
C 0.65252 -1.40400 -2.58258
Pb 1.36353 0.55630 -1.50192
N 0.94075 3.22007 0.38628
H 0.40969 1.56423 -2.64377
H -0.04352 3.04156 0.23267
H 1.34745 2.63760 -0.43095
H 0.88874 -1.16516 -3.63174
H -0.44416 -1.54717 -2.40912
H 1.25692 -2.20158 -2.16807
H 1.31587 2.90608 1.31119
H 1.27837 4.17215 0.15693
C 0.70121 -2.16114 0.82154
C -0.34426 -1.11436 0.92069
N -0.40571 0.04540 0.26519
C -1.60362 0.65161 0.67495
C -2.21841 -0.14091 1.59487
N -1.40570 -1.25965 1.73208
H 0.84541 -2.59475 1.83460
H 0.40169 -2.98261 0.13690
H 1.66217 -1.73371 0.47623
H -1.95189 1.58711 0.27181
H -3.11416 -0.01472 2.19388
H -1.53286 -2.06234 2.35836

## Properties
LUMO: 2.91 eV
Kohn-Sham gap: 2.7 eV
Total charge: -1

Entry 12:
A 2-piece molecular cluster, C5H14N3S overall in a non-equilibrium geometry, computed with wB97M-V/def2-TZVPD.

Geometry (Å):
C -2.62002 -0.66756 -0.67759
C -1.60689 -0.61234 0.21995
C -4.06080 -0.47742 -0.28265
C 2.90346 -1.11177 1.83336
C 1.92814 -0.86171 0.72041
N 0.83344 1.21531 -1.47822
N 0.65874 -0.53277 0.86504
N -0.29479 -0.57911 -0.17397
S 2.35481 -1.19229 -0.89994
H -2.41216 -1.00488 -1.73076
H -1.82175 -0.33688 1.25833
H -4.29410 -1.33629 0.41848
H -4.64805 -0.72128 -1.10454
H -4.18000 0.43813 0.06178
H 2.71249 -1.79180 2.65481
H 3.80821 -1.46461 1.36282
H 3.25814 -0.12175 2.30216
H 0.51220 2.04682 -0.89584
H 1.79911 1.17955 -1.60026
H 0.20233 -0.07080 1.66330
H 0.25614 1.46018 -2.33183
H -0.04372 -0.04754 -1.12463
H 3.45083 -1.95200 -0.67782

## Properties
LUMO: -4.01 eV
Kohn-Sham gap: 7.3 eV
ΔE to the lowest compared entry with this formula, charge and spin: 265.96 kJ/mol
Total charge: +1